*a*
Computed, not measured: an isolated ion of composition C4H11N2O2 and charge -1, with ωB97M-V with the def2-TZVPD basis set.

Each line ends with the natural charge from an NBO analysis.
Element x y z (Å)
O (-2.64, 1.14, -0.28)  -0.934
C (-2.41, -0.06, 0.21)  0.142
N (-1.29, -0.19, 1.31)  -0.732
C (-0.20, 0.79, 1.10)  -0.265
C (1.10, -0.03, 0.82)  -0.221
N (1.17, -0.79, -0.39)  -0.673
C (1.32, -0.04, -1.64)  0.077
O (2.27, -0.72, -2.43)  -0.743
H (-3.35, -0.44, 0.69)  0.078
H (-1.99, -0.77, -0.54)  0.049
H (-1.68, 0.04, 2.23)  0.332
H (0.01, 1.46, 1.93)  0.167
H (-0.41, 1.30, 0.15)  0.214
H (1.06, -0.73, 1.67)  0.185
H (2.03, 0.56, 0.94)  0.159
H (0.38, -1.40, -0.44)  0.377
H (1.53, 1.01, -1.42)  0.141
H (0.35, 0.13, -2.12)  0.171
H (2.75, -1.27, -1.79)  0.475

## Properties
Total charge: -1
SMILES string: [O-]CNCCNCO
Gap between HOMO and LUMO, eV: 6.3006
HOMO energy, eV: -2.67

*b*
Computed, not measured: an isolated ion of composition C4H11N2O2 and charge -1, with ωB97M-V with the def2-TZVPD basis set.

Each line ends with the natural charge from an NBO analysis.
Element x y z (Å)
O (2.55, -2.02, 0.00)  -0.941
C (2.31, -0.78, -0.40)  0.137
N (1.65, 0.12, 0.63)  -0.719
C (0.53, -0.51, 1.29)  -0.253
C (-0.68, -0.48, 0.36)  -0.227
N (-1.05, 0.93, 0.09)  -0.677
C (-1.73, 1.04, -1.15)  0.097
O (-3.17, 1.03, -0.91)  -0.778
H (3.25, -0.24, -0.68)  0.069
H (1.62, -0.66, -1.28)  0.046
H (2.36, 0.42, 1.28)  0.341
H (0.31, 0.01, 2.23)  0.170
H (0.78, -1.56, 1.48)  0.215
H (-1.51, -0.93, 0.91)  0.165
H (-0.51, -1.07, -0.54)  0.190
H (-0.19, 1.46, 0.18)  0.398
H (-1.54, 0.24, -1.87)  0.145
H (-1.66, 2.00, -1.67)  0.154
H (-3.34, 0.99, 0.03)  0.469

## Properties
Total charge: -1
SMILES string: [O-]CNCCNCO
Gap between HOMO and LUMO, eV: 6.3893
HOMO energy, eV: -2.67

So which one wins? Going from most stable to least: *b*, *a*.

*a*
Computed, not measured: H16IO8 as an isolated structure, with ωB97M-V with the def2-TZVPD basis set.

Each line ends with the natural charge from an NBO analysis.
Element x y z (Å)
I (-0.40, 0.08, -0.18)  -0.808
O (3.04, 0.87, 0.90)  -0.940
H (3.24, 1.42, 1.64)  0.451
H (2.10, 0.74, 1.11)  0.483
O (1.89, -1.77, -1.62)  -0.974
H (1.07, -1.25, -1.57)  0.486
H (2.56, -1.19, -2.30)  0.459
O (-1.04, -1.42, -2.81)  -0.992
H (-0.99, -1.25, -1.78)  0.449
H (-1.39, -2.32, -2.80)  0.449
O (-0.42, 0.93, 3.30)  -0.980
H (-0.39, 0.32, 2.60)  0.495
H (-0.99, 1.83, 3.15)  0.477
O (-2.56, 2.72, -1.00)  -0.994
H (-3.11, 2.16, -1.60)  0.487
H (-2.32, 2.37, -0.05)  0.504
O (1.11, -2.05, 2.14)  -0.996
H (0.64, -1.58, 1.36)  0.485
H (1.96, -2.42, 1.69)  0.471
O (1.45, 3.14, -0.39)  -0.954
H (2.28, 3.23, 0.07)  0.461
H (1.17, 2.27, -0.33)  0.483
O (-3.30, -2.19, -0.58)  -0.944
H (-2.81, -1.51, -0.43)  0.470
H (-2.80, -3.11, -0.55)  0.473

## Properties
Total charge: -1
Gap between HOMO and LUMO, eV: 8.5989
HOMO energy, eV: -5.60

*b*
Computed, not measured: H16IO8 as an isolated structure, with ωB97M-V with the def2-TZVPD basis set.

Each line ends with the natural charge from an NBO analysis.
Element x y z (Å)
I (0.49, -0.07, -0.41)  -0.752
O (-1.48, -3.27, 0.21)  -0.916
H (-0.95, -2.53, 0.16)  0.454
H (-2.23, -3.10, 0.73)  0.464
O (2.17, 2.94, -1.05)  -1.013
H (1.54, 2.11, -0.70)  0.497
H (2.57, 3.46, -0.37)  0.466
O (0.05, -1.28, 3.26)  -0.962
H (-0.61, -0.55, 3.35)  0.472
H (0.39, -1.20, 2.36)  0.486
O (-2.82, -1.03, -0.76)  -0.897
H (-3.02, -0.79, 0.00)  0.426
H (-2.00, -1.41, -0.49)  0.462
O (-0.23, -2.15, -2.28)  -0.960
H (0.01, -2.01, -1.40)  0.449
H (0.31, -1.46, -2.81)  0.475
O (-1.26, 1.36, -1.99)  -0.980
H (-0.69, 1.12, -1.30)  0.404
H (-1.85, 0.68, -1.56)  0.468
O (-0.57, 2.29, 2.00)  -0.974
H (-1.45, 2.57, 1.65)  0.458
H (-0.36, 1.58, 1.29)  0.481
O (4.13, 0.80, 0.34)  -0.990
H (3.34, 0.39, -0.14)  0.506
H (4.56, 1.55, -0.09)  0.476

## Properties
Total charge: -1
Gap between HOMO and LUMO, eV: 8.4652
HOMO energy, eV: -5.57

So which one wins? Going from most stable to least: *a*, *b*.